Entry 1:
Here is C39H55N6O5PS5SiTi as an isolated structure at a distorted geometry from the OMol25 dataset. Energies are from ωB97M-V with the def2-TZVPD basis set.

```
113
C39H55N6O5PS5SiTi, DFT ωB97M-V with the def2-TZVPD basis set
Ti 0.00 1.81 -0.11
N -2.63 4.22 2.68
C -2.74 3.06 1.80
C -1.90 1.96 2.43
O -2.28 1.51 3.52
N -0.76 1.62 1.81
C 0.12 0.78 2.61
C 1.36 0.53 1.75
O 2.46 0.16 2.57
O 1.61 1.65 1.02
H -2.96 3.96 3.60
H -3.21 4.98 2.35
H -2.38 3.32 0.81
H -3.77 2.69 1.72
H -0.36 -0.17 2.88
H 0.40 1.27 3.55
S 1.62 7.06 -5.20
C 1.36 5.89 -4.03
S 1.91 4.28 -4.15
C 1.29 3.67 -2.63
C 0.64 4.58 -1.87
S -0.03 4.31 -0.29
S 0.53 6.18 -2.56
S 1.52 2.00 -2.22
O 0.47 -0.17 -0.30
C 1.07 -0.59 0.74
C 2.02 -1.96 4.91
C 2.79 -2.61 3.75
C 3.99 -3.36 4.34
C 1.87 -3.64 3.09
Si 3.40 -1.18 2.64
O 1.39 -1.76 0.97
C 4.84 -0.42 3.63
C 6.15 -0.91 3.52
C 7.20 -0.36 4.25
C 6.97 0.70 5.11
C 5.68 1.22 5.22
C 4.64 0.66 4.49
C 4.19 -1.64 0.99
C 4.71 -2.89 0.67
C 5.26 -3.14 -0.58
C 5.29 -2.14 -1.54
C 4.77 -0.89 -1.24
C 4.23 -0.64 0.02
H 1.71 -2.73 5.62
H 1.13 -1.44 4.56
H 2.64 -1.24 5.45
H 3.63 -4.15 5.01
H 4.63 -2.70 4.93
H 4.61 -3.83 3.58
H 1.64 -4.43 3.82
H 2.33 -4.11 2.22
H 0.93 -3.20 2.75
H 6.35 -1.73 2.84
H 8.20 -0.76 4.13
H 7.78 1.14 5.67
H 5.49 2.06 5.88
H 3.65 1.09 4.57
H 4.67 -3.70 1.39
H 5.66 -4.12 -0.81
H 5.71 -2.33 -2.52
H 4.75 -0.10 -1.99
H 3.79 0.33 0.22
N -1.64 1.46 -1.03
P -2.40 0.38 -1.83
N -2.40 0.59 -3.51
C -2.87 1.95 -3.85
C -1.70 2.86 -4.20
C -0.99 2.37 -5.47
C -1.26 0.87 -5.68
C -1.28 0.13 -4.35
N -2.08 -1.24 -1.54
C -2.40 -1.68 -0.18
C -2.93 -3.10 -0.21
C -1.93 -4.05 -0.88
C -1.49 -3.50 -2.23
C -0.99 -2.07 -2.06
N -4.04 0.46 -1.51
C -4.98 -0.39 -2.21
C -6.15 -0.73 -1.30
C -6.93 0.53 -0.90
C -6.01 1.76 -0.89
C -4.58 1.37 -0.51
H -3.41 2.36 -3.00
H -3.58 1.89 -4.68
H -1.02 2.86 -3.35
H -2.05 3.89 -4.33
H 0.08 2.53 -5.37
H -1.32 2.93 -6.35
H -0.50 0.43 -6.32
H -2.22 0.72 -6.18
H -0.32 0.29 -3.84
H -1.40 -0.94 -4.54
H -3.13 -1.00 0.27
H -1.49 -1.63 0.44
H -3.88 -3.11 -0.77
H -3.15 -3.44 0.81
H -2.35 -5.05 -0.98
H -1.05 -4.13 -0.23
H -2.32 -3.51 -2.94
H -0.69 -4.12 -2.65
H -0.60 -1.66 -2.99
H -0.15 -2.05 -1.35
H -4.46 -1.30 -2.53
H -5.36 0.09 -3.13
H -5.75 -1.22 -0.40
H -6.81 -1.46 -1.78
H -7.38 0.39 0.09
H -7.76 0.70 -1.60
H -6.38 2.52 -0.20
H -5.98 2.22 -1.88
H -4.58 0.92 0.49
H -3.94 2.25 -0.46
```

LUMO	4.05	eV
relative energy (zero: lowest compared OMol25 entry of this formula, charge and spin)	10.61	kJ/mol
net charge	-2
gap between HOMO and LUMO	5.84	eV

Atom charges from the Löwdin analysis, given in e for atoms 1 to 99: 0.75, 0.01, -0.24, -0.54, -0.01, -0.04, -0.11, -0.58, -0.07, -0.22, 0.05, 0.05, 0.04, 0.09, 0.13, 0.14, 0.37, -1.54, 0.87, -1.16, -1.15, 0.56, 0.87, 0.57, -0.15, -0.54, -0.09, -0.58, -0.10, -0.10, 0.63, 0.04, -0.20, -0.10, -0.11, -0.12, -0.10, -0.08, -0.21, -0.10, -0.11, -0.11, -0.07, -0.06, 0.08, 0.08, 0.07, 0.08, 0.07, 0.06, 0.07, 0.07, 0.07, 0.10, 0.09, 0.09, 0.09, 0.10, 0.08, 0.09, 0.09, 0.10, 0.11, -0.26, 0.61, -0.18, -0.22, -0.17, -0.19, -0.19, -0.22, -0.18, -0.20, -0.18, -0.21, -0.18, -0.20, -0.22, -0.22, -0.19, -0.20, -0.18, -0.23, 0.10, 0.11, 0.07, 0.12, 0.07, 0.10, 0.11, 0.10, 0.09, 0.10, 0.10, 0.12, 0.10, 0.11, 0.10, 0.11



Entry 2:
Here is C47H42I2N3O7PPbS2 as an isolated structure from the OMol25 dataset. Energies are from ωB97M-V with the def2-TZVPD basis set.

```
105
C47H42I2N3O7PPbS2, DFT ωB97M-V with the def2-TZVPD basis set
Pb -0.37 -0.68 -2.54
C 3.09 -5.25 0.48
O 3.58 -5.56 -0.82
C 3.26 -4.68 -1.80
C 3.45 -5.13 -3.12
C 3.03 -4.34 -4.16
C 2.43 -3.08 -3.96
C 1.84 -2.34 -5.07
C 2.31 -2.67 -6.49
O 0.99 -1.47 -4.96
C 2.38 -2.55 -2.62
O 2.03 -1.35 -2.33
C 2.79 -3.42 -1.56
H 3.22 -6.15 1.08
H 2.04 -4.95 0.46
H 3.67 -4.43 0.94
H 3.87 -6.11 -3.29
H 3.12 -4.72 -5.16
H 2.15 -3.73 -6.73
H 3.37 -2.46 -6.59
H 1.73 -2.06 -7.18
H 2.62 -3.04 -0.56
C 1.78 6.44 1.65
C 2.46 5.35 2.15
C 2.18 4.06 1.70
C 1.20 3.85 0.73
C 0.49 4.96 0.26
C 0.78 6.24 0.70
P 0.71 2.21 0.02
C 1.93 1.07 0.77
C 2.84 0.35 0.00
C 3.69 -0.57 0.60
C 3.63 -0.80 1.97
C 2.71 -0.11 2.74
C 1.86 0.82 2.14
C 1.30 2.37 -1.72
C 2.23 3.35 -2.06
C 2.68 3.47 -3.37
C 2.19 2.60 -4.33
C 1.28 1.61 -3.97
C 0.80 1.45 -2.66
H 2.02 7.44 1.98
H 3.24 5.49 2.90
H 2.74 3.22 2.08
H -0.28 4.80 -0.49
H 0.23 7.08 0.30
H 2.85 0.46 -1.08
H 4.40 -1.12 -0.01
H 4.27 -1.54 2.43
H 2.63 -0.30 3.80
H 1.13 1.34 2.75
H 2.63 4.03 -1.32
H 3.41 4.23 -3.63
H 2.52 2.68 -5.36
H 0.94 0.92 -4.74
I -4.13 -1.13 -6.98
C -4.52 -0.26 -5.12
C -5.80 0.17 -4.81
C -6.05 0.82 -3.63
I -8.03 1.47 -3.26
C -5.02 1.07 -2.70
C -5.16 1.79 -1.49
C -4.08 2.02 -0.69
C -2.83 1.50 -1.07
N -2.66 0.81 -2.17
C -3.71 0.59 -3.00
C -3.40 -0.10 -4.25
O -2.23 -0.47 -4.53
H -6.61 -0.01 -5.52
H -6.14 2.17 -1.21
H -4.17 2.57 0.24
H -1.95 1.65 -0.45
S -1.57 0.10 1.78
C -2.19 1.23 2.84
N -2.99 0.88 3.88
C -3.46 1.79 4.91
C -3.60 3.18 4.31
C -2.29 3.57 3.65
N -1.96 2.56 2.67
H -3.07 -0.12 4.02
H -2.78 1.82 5.76
H -4.43 1.43 5.27
H -3.89 3.90 5.08
H -4.38 3.16 3.54
H -1.50 3.65 4.41
H -2.38 4.53 3.15
H -1.31 2.77 1.92
C 0.00 -3.65 6.36
C -0.26 -3.31 4.91
C -1.51 -3.49 4.34
C -1.73 -3.23 2.99
C -0.68 -2.79 2.20
C 0.58 -2.60 2.75
C 0.78 -2.85 4.10
S -0.83 -2.76 0.41
O 0.01 -3.90 0.08
O -2.23 -2.91 0.09
O -0.25 -1.48 -0.05
H -0.91 -4.01 6.84
H 0.35 -2.78 6.91
H 0.76 -4.42 6.44
H -2.33 -3.84 4.96
H -2.70 -3.38 2.53
H 1.38 -2.26 2.11
H 1.77 -2.71 4.53
```

LUMO	3.47	eV
relative energy (zero: lowest compared OMol25 entry of this formula, charge and spin)	148.51	kJ/mol
net charge	-2
gap between HOMO and LUMO	5.71	eV

Atom charges from the Löwdin analysis, given in e for atoms 1 to 99: 1.52, -0.08, -0.09, -0.29, -0.05, -0.06, -0.11, -0.40, -0.03, -0.03, -0.37, -0.21, 0.04, 0.08, 0.07, 0.08, 0.10, 0.09, 0.06, 0.08, 0.07, 0.10, -0.12, -0.10, -0.09, -0.38, -0.12, -0.10, 1.10, -0.36, -0.06, -0.08, -0.11, -0.12, -0.14, -0.42, -0.12, -0.12, -0.11, -0.15, -0.27, 0.09, 0.09, 0.09, 0.11, 0.09, 0.09, 0.10, 0.09, 0.09, 0.09, 0.09, 0.09, 0.09, 0.07, 0.80, -0.65, -0.27, -0.68, 0.77, -0.22, -0.07, -0.06, -0.16, 0.06, -0.13, -0.49, -0.20, 0.06, 0.05, 0.09, 0.01, 0.82, -0.80, 0.00, -0.20, -0.18, -0.19, 0.00, 0.12, 0.11, 0.11, 0.11, 0.12, 0.12, 0.12, 0.07, -0.07, -0.30, -0.06, -0.08, -0.33, -0.06, -0.05, 0.36, -0.33, -0.34, -0.57, 0.06



Entry 3:
Here is a 9-piece molecular cluster, C39H94N2O9 overall at a distorted geometry from the OMol25 dataset. Energies are from ωB97M-V with the def2-TZVPD basis set.

```
144
C39H94N2O9, DFT ωB97M-V with the def2-TZVPD basis set
C 2.78 2.28 -0.86
C 1.99 3.51 -1.39
C 0.85 2.96 -2.26
C 1.47 4.19 -0.13
C 1.15 5.67 -0.31
C 2.38 6.35 -0.91
C 2.89 5.79 -2.22
C 2.00 6.16 -3.39
C 4.26 6.42 -2.46
N 2.95 4.32 -2.13
O 3.65 3.67 -3.15
H 3.62 2.59 -0.24
H 2.06 1.67 -0.30
H 3.12 1.63 -1.68
H 0.13 2.43 -1.63
H 0.39 3.76 -2.84
H 1.28 2.24 -2.97
H 0.57 3.70 0.25
H 2.22 4.15 0.67
H 0.32 5.82 -1.00
H 0.87 6.13 0.64
H 3.15 6.69 -0.21
H 1.92 7.33 -1.15
H 2.30 7.13 -3.83
H 0.92 6.11 -3.27
H 2.21 5.59 -4.31
H 4.77 6.14 -3.38
H 4.91 6.25 -1.59
H 4.26 7.52 -2.48
H 4.57 3.65 -2.85
C -1.25 -2.20 -3.64
C 0.16 -2.36 -3.09
C 0.09 -2.02 -1.59
C 0.66 -3.79 -3.24
C 1.15 -4.09 -4.64
C 2.17 -3.05 -5.08
C 1.66 -1.60 -5.00
C 2.93 -0.75 -5.11
C 0.73 -1.27 -6.16
N 1.14 -1.41 -3.65
O 0.65 -0.09 -3.51
H -1.41 -2.73 -4.59
H -1.95 -2.76 -3.01
H -1.59 -1.18 -3.75
H -0.45 -2.81 -1.06
H 1.12 -1.97 -1.23
H -0.39 -1.09 -1.30
H 1.31 -4.14 -2.44
H -0.22 -4.43 -3.08
H 1.58 -5.09 -4.59
H 0.33 -4.18 -5.36
H 2.64 -3.27 -6.03
H 3.01 -3.15 -4.37
H 3.66 -1.17 -5.81
H 3.44 -0.69 -4.14
H 2.75 0.23 -5.56
H 1.01 -1.68 -7.14
H 0.67 -0.20 -6.40
H -0.27 -1.63 -5.92
H 1.19 0.30 -2.81
C -6.13 2.20 1.62
C -6.19 3.07 2.87
C -7.55 3.68 3.11
O -5.81 2.25 3.97
H -5.18 1.64 1.68
H -6.02 2.77 0.70
H -6.91 1.44 1.61
H -5.47 3.88 2.70
H -7.83 4.43 2.37
H -7.59 4.05 4.14
H -8.35 2.94 3.04
H -5.58 2.82 4.72
C -2.97 -3.10 0.03
C -2.57 -4.53 -0.28
C -3.37 -5.55 0.54
O -2.80 -4.84 -1.67
H -2.40 -2.41 -0.59
H -2.80 -2.88 1.09
H -4.03 -2.87 -0.05
H -1.52 -4.69 -0.06
H -4.46 -5.39 0.52
H -3.12 -5.37 1.60
H -3.25 -6.58 0.24
H -3.76 -4.89 -1.77
C 2.12 -5.60 1.80
C 1.12 -5.07 0.78
C 0.45 -6.21 -0.01
O -0.01 -4.52 1.49
H 3.00 -6.07 1.34
H 1.60 -6.41 2.32
H 2.50 -4.88 2.52
H 1.58 -4.42 0.04
H 0.21 -7.08 0.61
H 1.14 -6.58 -0.78
H -0.52 -5.94 -0.42
H 0.24 -3.63 1.79
C -0.15 -0.36 1.71
C -0.87 0.98 1.76
C -2.07 0.93 0.80
O -1.29 1.26 3.08
H -0.49 -1.08 0.95
H -0.44 -0.95 2.59
H 0.94 -0.31 1.66
H -0.20 1.76 1.39
H -2.71 0.07 1.02
H -1.77 0.94 -0.24
H -2.64 1.83 1.06
H -2.19 0.87 3.16
C 1.31 3.01 6.16
C 1.12 3.91 4.94
C 1.43 3.16 3.67
O -0.25 4.35 4.91
H 0.80 2.07 5.91
H 0.95 3.39 7.10
H 2.33 2.61 6.14
H 1.70 4.83 5.05
H 0.81 3.59 2.88
H 1.25 2.09 3.74
H 2.46 3.24 3.31
H -0.75 3.58 4.60
C 4.07 -1.35 -1.07
C 3.57 -2.36 -0.05
C 4.83 -3.07 0.47
O 2.92 -1.84 1.11
H 4.65 -1.86 -1.85
H 4.75 -0.69 -0.52
H 3.34 -0.71 -1.56
H 2.93 -3.10 -0.50
H 4.66 -3.78 1.28
H 5.59 -2.34 0.77
H 5.29 -3.62 -0.36
H 3.62 -1.54 1.70
C -3.52 -2.23 3.74
C -3.98 -0.96 4.38
C -3.29 -0.54 5.68
O -3.93 0.19 3.47
H -2.52 -2.12 3.28
H -4.16 -2.61 2.95
H -3.37 -2.96 4.53
H -5.06 -0.95 4.54
H -3.36 0.52 5.89
H -2.24 -0.85 5.57
H -3.72 -1.05 6.55
H -4.59 0.86 3.73
```

structure (SMILES)	CC1(C)CCCC(C)(C)N1O.CC1(C)CCCC(C)(C)N1O.CC(C)O.CC(C)O.CC(C)O.CC(C)O.CC(C)O.CC(C)O.CC(C)O
LUMO	0.54	eV
relative energy (zero: lowest compared OMol25 entry of this formula, charge and spin)	222.60	kJ/mol
net charge	0
gap between HOMO and LUMO	8.35	eV

Atom charges from the Löwdin analysis, given in e for atoms 1 to 99: -0.04, -0.50, 0.00, -0.15, -0.16, -0.15, -0.52, -0.04, -0.05, -0.12, 0.00, 0.09, 0.08, 0.06, 0.08, 0.08, 0.07, 0.11, 0.11, 0.11, 0.11, 0.12, 0.12, 0.08, 0.07, 0.09, 0.08, 0.09, 0.09, 0.11, -0.03, -0.49, -0.03, -0.13, -0.17, -0.15, -0.52, -0.03, -0.02, -0.09, -0.02, 0.08, 0.07, 0.09, 0.07, 0.07, 0.07, 0.11, 0.12, 0.11, 0.11, 0.12, 0.12, 0.08, 0.07, 0.08, 0.09, 0.08, 0.06, 0.07, -0.04, -0.48, -0.06, -0.06, 0.06, 0.09, 0.09, 0.14, 0.08, 0.08, 0.08, 0.11, -0.05, -0.48, -0.05, -0.07, 0.06, 0.06, 0.09, 0.07, 0.08, 0.08, 0.08, 0.08, -0.05, -0.45, -0.04, -0.07, 0.08, 0.08, 0.07, 0.10, 0.08, 0.09, 0.05, 0.09, -0.04, -0.47, -0.05